{
  "formula": "C37H32ClFIKN9O",
  "method": "ωB97M-V with the def2-TZVPD basis set",
  "total_charge": -1,
  "homo_energy_ev": -2.344,
  "de_lowest_kj_mol": 3.2,
  "species": ["K", "C", "C", "C", "C", "N", "C", "C", "C", "C", "C", "C", "N", "H", "H", "H", "H", "H", "H", "H", "H", "N", "C", "C", "N", "C", "C", "N", "C", "C", "N", "H", "H", "H", "H", "H", "H", "Cl", "C", "C", "C", "I", "C", "O", "C", "N", "C", "C", "C", "C", "H", "H", "H", "H", "C", "C", "C", "C", "N", "N", "C", "H", "H", "H", "H", "H", "H", "H", "H", "F", "C", "C", "C", "C", "C", "C", "C", "H", "H", "H", "H", "H", "H"],
  "positions_angstrom": [[0.61866, 0.52257, 0.02605], [-1.29001, 2.73120, 4.08291], [-1.59683, 2.00380, 5.21775], [-1.25089, 0.66400, 5.26463], [-0.61096, 0.08517, 4.16824], [-0.34802, 0.78229, 3.05900], [-0.67009, 2.07286, 3.02904], [-0.20142, -1.34965, 4.20610], [-0.04964, -2.00806, 5.42777], [0.33942, -3.33638, 5.43670], [0.57429, -3.97060, 4.22999], [0.41007, -3.23950, 3.06156], [0.03015, -1.96332, 3.04232], [-1.51581, 3.78618, 4.00233], [-2.09736, 2.46738, 6.05902], [-1.50215, 0.07668, 6.13858], [-0.39304, 2.60707, 2.12656], [-0.19999, -1.48642, 6.36383], [0.46892, -3.86004, 6.37601], [0.88940, -5.00387, 4.17829], [0.61366, -3.70022, 2.10123], [1.70745, -1.84320, -4.01557], [3.05031, -1.67608, -3.78203], [3.12742, -0.91784, -2.65230], [1.87448, -0.64946, -2.17162], [1.04251, -1.20885, -3.01240], [-0.40459, -1.13354, -2.92317], [-1.06989, -0.15382, -2.35640], [-2.39685, -0.47835, -2.50561], [-2.51933, -1.66452, -3.16137], [-1.23588, -2.06706, -3.45780], [1.28982, -2.39166, -4.74461], [3.80300, -2.10246, -4.42220], [4.01231, -0.57676, -2.13921], [-3.17938, 0.15299, -2.11210], [-3.37357, -2.27176, -3.40769], [-0.97038, -3.04244, -3.56307], [5.64854, 6.03544, -1.46337], [4.30652, 5.07316, -0.88144], [3.92598, 5.17477, 0.42692], [2.85987, 4.41870, 0.92469], [2.32604, 4.62129, 2.93092], [2.11581, 3.51560, 0.14422], [1.15020, 2.81305, 0.55702], [2.54884, 3.43003, -1.25575], [1.85587, 2.56662, -2.02770], [2.18270, 2.43497, -3.28839], [3.23173, 3.15224, -3.89005], [3.95204, 4.03038, -3.12728], [3.62700, 4.19774, -1.76376], [4.45819, 5.84766, 1.08607], [1.60420, 1.71820, -3.86533], [3.45944, 3.00051, -4.93734], [4.76972, 4.59905, -3.54915], [-4.11547, 3.79447, -0.97869], [-3.63217, 2.53910, -0.33426], [-4.29709, 1.52937, 0.33086], [-3.29487, 0.60980, 0.72040], [-2.10973, 1.03020, 0.32250], [-2.33014, 2.19067, -0.31337], [-3.42789, -0.69241, 1.43841], [-5.19607, 3.87262, -0.87583], [-3.87371, 3.81223, -2.04300], [-3.66624, 4.67564, -0.51688], [-5.35795, 1.46532, 0.51167], [-1.54005, 2.68197, -0.70568], [-4.43385, -0.81657, 1.83888], [-2.70671, -0.75408, 2.25463], [-3.21928, -1.52378, 0.76064], [-2.42547, -5.45513, -2.55022], [-1.32731, -4.86915, -1.93562], [-0.04610, -5.14798, -2.39416], [1.04600, -4.54804, -1.79934], [0.93221, -3.64466, -0.67617], [2.02644, -3.14313, -0.00884], [-0.43489, -3.33135, -0.32186], [-1.51679, -3.95149, -0.91153], [0.09018, -5.85738, -3.20460], [2.04006, -4.80612, -2.15161], [3.03098, -3.38504, -0.33777], [1.92812, -2.43844, 0.80974], [-0.61514, -2.61180, 0.47245], [-2.52552, -3.71059, -0.59177]],
  "atomic_forces_ev_per_a": [[-0.1, -0.9, 0.0], [0.0, 0.0, 0.0], [0.0, 0.0, 0.0], [-0.1, 0.0, 0.0], [-0.1, 0.2, 0.0], [0.2, -0.1, 0.1], [0.0, 0.0, -0.1], [0.1, -0.2, 0.0], [0.0, 0.0, 0.0], [0.0, 0.0, 0.0], [0.0, 0.0, 0.1], [0.0, 0.0, 0.0], [-0.1, 0.1, 0.1], [0.0, 0.0, 0.0], [0.0, 0.0, 0.0], [0.0, 0.0, -0.1], [0.0, 0.0, 0.0], [0.0, 0.0, -0.1], [0.0, 0.0, 0.0], [0.0, 0.0, 0.0], [0.0, 0.0, -0.1], [-0.1, 0.0, 0.0], [0.0, 0.0, 0.0], [0.0, -0.1, 0.1], [0.1, 0.2, -0.2], [0.2, 0.0, 0.1], [-0.3, 0.1, 0.1], [0.2, 0.2, -0.2], [0.0, -0.1, 0.1], [0.0, -0.1, 0.0], [0.0, -0.2, 0.0], [0.0, 0.0, 0.0], [0.0, 0.0, 0.0], [0.0, 0.0, 0.0], [0.0, 0.0, 0.0], [0.0, 0.0, 0.0], [0.0, 0.0, 0.0], [0.0, 0.0, 0.0], [0.0, 0.0, 0.0], [0.0, 0.0, -0.1], [0.0, 0.0, 0.0], [0.0, 0.0, 0.0], [-0.1, 0.0, 0.0], [0.1, 0.8, 0.2], [0.1, 0.1, 0.0], [-0.1, 0.0, 0.0], [0.0, 0.0, 0.0], [0.0, 0.0, 0.0], [0.0, 0.0, 0.0], [0.0, 0.0, 0.0], [0.0, 0.0, 0.0], [0.0, 0.0, 0.0], [0.0, 0.0, 0.0], [0.0, 0.0, 0.0], [0.0, 0.0, 0.0], [0.0, -0.1, 0.0], [0.0, 0.0, 0.0], [0.0, 0.1, 0.0], [0.1, 0.0, 0.1], [0.0, 0.0, 0.0], [0.0, 0.0, 0.0], [0.0, 0.0, 0.0], [0.0, 0.0, 0.0], [0.0, 0.0, 0.0], [0.0, 0.0, 0.0], [0.0, 0.0, 0.0], [0.0, 0.0, 0.0], [0.0, 0.0, 0.0], [0.0, 0.0, 0.0], [0.0, 0.0, 0.0], [0.0, 0.1, -0.1], [-0.1, 0.0, 0.0], [0.0, 0.0, 0.0], [0.0, -0.1, 0.0], [0.1, 0.0, 0.1], [0.0, 0.0, 0.0], [0.0, 0.0, 0.0], [0.0, 0.0, 0.0], [0.0, 0.0, 0.0], [0.0, 0.0, 0.0], [0.0, 0.0, -0.1], [0.0, 0.0, 0.0], [0.0, 0.0, 0.0]],
  "lowdin_charge": [0.682, -0.064, -0.075, -0.033, -0.227, 0.128, -0.155, -0.221, -0.034, -0.079, -0.059, -0.118, 0.139, 0.101, 0.101, 0.096, 0.065, 0.096, 0.101, 0.101, 0.077, 0.112, -0.094, -0.142, 0.069, -0.302, -0.295, 0.100, -0.140, -0.093, 0.116, 0.149, 0.101, 0.106, 0.088, 0.110, 0.131, 0.624, -0.632, -0.206, -0.652, 0.864, -0.483, -0.274, -0.144, 0.118, -0.154, -0.063, -0.044, -0.186, 0.083, 0.101, 0.095, 0.080, -0.029, -0.318, 0.000, -0.359, 0.027, 0.047, -0.012, 0.074, 0.078, 0.079, 0.100, 0.159, 0.073, 0.062, 0.069, -0.038, -0.350, -0.097, -0.095, -0.383, -0.085, -0.083, -0.077, 0.100, 0.090, 0.018, 0.009, 0.079, 0.101]
}